[1]
C13H20Cl8F2O9 as an isolated structure at a distorted geometry, computed with ωB97M-V/def2-TZVPD.

Values from the calculation:
Net charge ... 0
HOMO-LUMO gap ... 9.54 eV
E_LUMO ... 0.0 eV

XYZ file:
```
52
Properties=species:S:1:pos:R:3:lowdin_charge:R:1
C -5.289 -3.525 2.738 -0.01
O -4.175 -3.503 1.824 0.02
C -3.114 -2.786 2.095 -0.60
O -2.949 -1.933 3.010 0.07
O -2.180 -3.087 1.255 0.00
C -0.858 -2.531 1.352 -0.25
H -6.150 -4.032 2.303 0.09
H -5.518 -2.528 3.115 0.11
H -5.141 -4.382 3.395 0.10
H -0.911 -1.449 1.466 -0.07
H -0.164 -2.779 0.549 0.02
H -0.576 -2.933 2.325 0.12
C 2.561 -2.331 -3.186 -0.07
C 2.154 -1.081 -2.417 -0.76
O 3.088 -0.154 -2.787 0.15
C 4.125 -0.731 -3.363 -0.60
O 5.195 -0.204 -3.651 0.13
O 3.952 -1.996 -3.499 0.11
F 2.398 -1.411 -1.136 -0.56
H 2.134 -2.528 -4.169 0.16
H 2.590 -3.214 -2.548 0.10
H 1.111 -0.779 -2.508 -0.05
C 1.555 4.669 -0.508 -0.03
C 0.351 3.881 -0.944 -0.27
O -0.627 4.870 -1.131 0.19
C 0.033 5.993 -1.278 -0.60
O -0.564 7.064 -1.575 0.12
O 1.267 5.827 -1.187 0.14
F -0.116 3.018 -0.010 -0.25
H 2.557 4.375 -0.821 0.16
H 1.493 4.810 0.571 0.15
H 0.513 3.230 -1.803 0.18
C -0.953 3.495 2.330 -0.89
Cl -2.684 3.527 2.734 0.54
Cl -0.405 1.928 1.741 0.84
H -0.699 4.348 1.701 0.03
H -0.463 3.673 3.287 0.03
C -0.137 0.744 -0.054 -0.95
Cl 0.871 0.113 -1.341 0.81
Cl -1.395 -0.556 0.198 0.84
H 0.531 0.992 0.772 -0.18
H -0.711 1.626 -0.338 0.02
C 2.300 -1.051 1.845 -0.80
Cl 2.670 -2.608 1.009 0.62
Cl 2.255 0.124 0.532 0.72
H 1.335 -1.010 2.352 0.04
H 3.037 -0.951 2.642 0.04
C -0.914 -2.361 -1.233 -0.99
Cl 0.834 -2.556 -1.504 0.89
Cl -1.775 -3.304 -2.512 0.51
H -1.241 -2.692 -0.247 -0.05
H -1.201 -1.322 -1.395 -0.08
```



[2]
C3H6N2S2 as an isolated structure at a distorted geometry, computed with ωB97M-V/def2-TZVPD.

Values from the calculation:
Net charge ... 0
HOMO-LUMO gap ... 7.88 eV
E_LUMO ... -0.6 eV

XYZ file:
```
13
Properties=species:S:1:pos:R:3:lowdin_charge:R:1
C -1.845 -1.351 0.628 -0.50
C 0.696 -0.081 0.119 -1.16
C -1.586 1.733 -0.849 -0.03
H -1.366 -1.446 1.886 0.11
H -2.470 -2.359 0.377 0.05
H -2.289 0.038 0.522 0.13
H 0.970 1.535 1.130 0.14
H -2.379 2.478 -1.311 0.10
H -0.855 1.095 -1.559 0.10
N 0.087 1.038 0.636 -0.22
N -1.037 1.832 0.428 -0.06
S -0.342 -1.552 -0.434 0.71
S 2.308 0.100 -0.058 0.62
```



[3]
One molecule with the formula C6H11P at a distorted geometry, computed with ωB97M-V/def2-TZVPD.

Values from the calculation:
Net charge ... 0
HOMO-LUMO gap ... 9.60 eV
E_LUMO ... 1.0 eV

XYZ file:
```
18
Properties=species:S:1:pos:R:3:lowdin_charge:R:1
C 0.086 1.384 -0.219 -0.10
C 1.009 0.438 -0.380 -0.42
C 0.466 -1.004 -0.324 -0.24
C -0.901 -1.199 -0.909 -0.40
C 2.481 0.539 -0.285 -0.08
C -2.148 0.363 1.243 -0.37
P -1.905 0.429 -0.600 0.94
H 0.029 2.485 -0.079 0.06
H 1.136 -1.620 -0.819 0.08
H 0.224 -1.303 0.798 0.15
H -1.011 -1.304 -1.926 0.02
H -1.563 -1.927 -0.522 0.05
H 2.986 -0.082 0.606 0.14
H 2.722 1.631 -0.357 0.09
H 2.823 0.170 -1.160 0.02
H -1.760 -0.608 1.739 0.06
H -3.163 0.524 1.485 -0.01
H -1.511 1.085 1.709 0.00
```



HOMO-LUMO gap of number 3 (C6H11P)?
9.60 eV



Which formula does entry 2 have?
C3H6N2S2



Repeat the second record exactly.
C3H6N2S2 as an isolated structure at a distorted geometry, computed with ωB97M-V/def2-TZVPD.

Values from the calculation:
Net charge ... 0
HOMO-LUMO gap ... 7.88 eV
E_LUMO ... -0.6 eV

XYZ file:
```
13
Properties=species:S:1:pos:R:3:lowdin_charge:R:1
C -1.845 -1.351 0.628 -0.50
C 0.696 -0.081 0.119 -1.16
C -1.586 1.733 -0.849 -0.03
H -1.366 -1.446 1.886 0.11
H -2.470 -2.359 0.377 0.05
H -2.289 0.038 0.522 0.13
H 0.970 1.535 1.130 0.14
H -2.379 2.478 -1.311 0.10
H -0.855 1.095 -1.559 0.10
N 0.087 1.038 0.636 -0.22
N -1.037 1.832 0.428 -0.06
S -0.342 -1.552 -0.434 0.71
S 2.308 0.100 -0.058 0.62
```